Entry 1:
Density functional theory data (ωB97M-V/def2-TZVPD) for an isolated molecule of CClF3O2S in a non-equilibrium geometry.

Bonds (Å) are listed after each position.
Element x y z (Å)
1 Cl 2.091 -0.715 -1.086  S2 2.077
2 S 0.964 0.431 0.229  Cl1 2.077, O6 1.407, O7 1.547, C8 1.910
3 F -0.401 -1.742 0.276  C8 1.307
4 F -1.409 0.007 1.200  C8 1.328
5 F -1.308 -0.162 -0.912  C8 1.280
6 O 0.947 1.718 -0.338  S2 1.407
7 O 1.509 0.081 1.634  S2 1.547
8 C -0.715 -0.477 0.177  S2 1.910, F3 1.307, F4 1.328, F5 1.280

The value obtained for the HOMO energy is -0.435 Ha. Its spin multiplicity is 1. For the HOMO-LUMO gap, the calculation gives 11.4 eV.

Löwdin population analysis, charges in e, atoms 1 to 6: atom 1 (Cl): 0.3927, atom 2 (S): 0.5222, atom 3 (F): 0.1602, atom 4 (F): 0.1677, atom 5 (F): 0.2057, atom 6 (O): -0.3118

Entry 2:
Density functional theory data (ωB97M-V/def2-TZVPD) for a cluster of 2 separate species, C4H14N in total in a non-equilibrium geometry.

Bonds (Å) are listed after each position.
Element x y z (Å)
1 N 0.531 1.613 -1.437  C5 1.527, H8 1.111, H9 1.008, H18 1.010
2 C -0.353 -3.168 0.357  C4 1.558, H13 1.104, H17 1.175, H19 1.069
3 C -0.605 1.497 0.876  C5 1.581, H10 1.152, H12 1.004, H14 0.973
4 C 0.143 -1.696 0.225  C2 1.558, H7 1.050, H11 1.040, H16 1.147
5 C 0.149 2.397 -0.183  N1 1.527, C3 1.581, H6 1.069, H15 1.153
6 H -0.333 3.291 -0.515  C5 1.069
7 H -0.390 -1.029 -0.385  C4 1.050
8 H 0.847 0.627 -1.032  N1 1.111
9 H 1.329 1.902 -1.980  N1 1.008
10 H 0.149 0.809 1.412  C3 1.152
11 H 0.062 -1.267 1.169  C4 1.040
12 H -1.413 0.975 0.590  C3 1.004
13 H 0.482 -3.868 0.530  C2 1.104
14 H -0.929 2.100 1.568  C3 0.973
15 H 1.100 2.710 0.388  C5 1.153
16 H 1.261 -1.487 0.076  C4 1.147
17 H -0.850 -3.367 -0.689  C2 1.175
18 H -0.202 1.480 -2.118  N1 1.010
19 H -0.979 -3.520 1.149  C2 1.069

The value obtained for the HOMO energy is -0.537 Ha. Its spin multiplicity is 1. For the HOMO-LUMO gap, the calculation gives 10.8 eV. Its charge is +1.

Löwdin population analysis, charges in e, atoms 1 to 6: atom 1 (N): 0.1740, atom 2 (C): -0.1281, atom 3 (C): -0.0392, atom 4 (C): -0.1872, atom 5 (C): -0.1310, atom 6 (H): 0.1119

Entry 3:
Density functional theory data (ωB97M-V/def2-TZVPD) for a cluster of 14 separate species, C31H94N14O14 in total in a non-equilibrium geometry.

Bonds (Å) are listed after each position.
Element x y z (Å)
1 O 4.460 0.551 5.082  C33 1.438, C58 1.440
2 O -0.397 0.372 6.352  C41 1.191
3 O -1.372 -6.747 1.416  C56 1.320, H152 0.960
4 O -3.547 0.891 -3.895  C50 1.423, H132 0.960
5 O -0.047 -0.909 1.593  C34 1.393, C48 1.441
6 O 1.289 -3.379 -1.932  C38 1.377, H81 0.960
7 O -2.203 -2.878 2.623  C30 1.200
8 O -3.819 2.619 -1.801  C37 1.418, H121 0.960
9 O 1.826 5.813 1.545  C32 1.178
10 O 2.919 -1.526 -6.233  C43 1.418, C57 1.428
11 O 0.917 6.568 -4.585  C47 1.397, C51 1.384
12 O -2.643 3.491 0.469  C39 1.373, H60 0.960
13 O -2.134 -3.159 -1.576  C40 1.206
14 O 0.124 -5.677 3.313  C46 1.239
15 N -1.224 -0.237 4.378  C41 1.335, H87 1.010, H150 1.010
16 N 4.267 -3.143 5.591  C49 1.476, H89 1.010, H148 1.010
17 N -3.881 -1.682 -1.704  C40 1.333, H100 1.010, H110 1.010
18 N -2.430 -1.827 -3.335  C40 1.347, H104 1.010, H133 1.010
19 N -4.294 -3.437 3.083  C30 1.295, H96 1.010, H143 1.010
20 N -3.934 -1.635 2.010  C30 1.304, H67 1.010, H94 1.010
21 N 0.013 -2.667 -4.236  C55 1.460, H101 1.010, H153 1.010
22 N 0.901 -5.233 5.335  C46 1.298, H84 1.010, H129 1.010
23 N 1.480 4.628 -1.421  C59 1.462, H78 1.010, H140 1.010
24 N 1.858 5.836 3.765  C32 1.288, H111 1.010, H120 1.010
25 N 3.135 4.528 2.601  C32 1.295, H76 1.010, H86 1.010
26 N -0.312 -3.740 4.403  C46 1.289, H139 1.010, H145 1.010
27 N 0.828 0.446 4.475  C41 1.315, H73 1.010, H80 1.010
28 N -0.095 2.089 -0.691  C31 1.504, H95 1.010, H127 1.010
29 C -0.967 4.765 1.341  C39 1.498, H90 1.090, H93 1.090, H135 1.090
30 C -3.380 -2.646 2.618  O7 1.200, N19 1.295, N20 1.304
31 C 0.515 0.993 0.140  N28 1.504, C45 1.558, C48 1.543, H141 1.090
32 C 2.213 5.437 2.592  O9 1.178, N24 1.288, N25 1.295
33 C 4.522 -0.699 5.791  O1 1.438, C49 1.541, H72 1.090, H144 1.090
34 C 0.694 -1.947 1.033  O5 1.393, H69 1.090, H75 1.090, H134 1.090
35 C 2.874 -4.411 -0.678  C38 1.505, H68 1.090, H146 1.090, H149 1.090
36 C 0.823 -0.471 -4.007  C55 1.547, H61 1.090, H105 1.090, H112 1.090
37 C -5.235 2.667 -1.739  O8 1.418, C53 1.527, H74 1.090, H85 1.090
38 C 1.772 -4.644 -1.675  O6 1.377, C35 1.505, H102 1.090, H117 1.090
39 C -2.280 4.806 0.621  O12 1.373, C29 1.498, H124 1.090, H130 1.090
40 C -2.747 -2.261 -2.099  O13 1.206, N17 1.333, N18 1.347
41 C -0.256 0.211 5.181  O2 1.191, N15 1.335, N27 1.315
42 C -0.588 4.867 -2.777  C59 1.522, H70 1.090, H108 1.090, H109 1.090
43 C 3.979 -2.207 -6.883  O10 1.418, H77 1.090, H122 1.090, H125 1.090
44 C -1.932 2.258 -4.974  C50 1.495, H65 1.090, H113 1.090, H128 1.090
45 C 1.259 1.643 1.345  C31 1.558, H97 1.090, H116 1.090, H147 1.090
46 C 0.236 -4.900 4.272  O14 1.239, N22 1.298, N26 1.289
47 C 1.335 6.352 -3.270  O11 1.397, C59 1.529, H63 1.090, H115 1.090
48 C -0.592 0.065 0.681  O5 1.441, C31 1.543, H64 1.090, H79 1.090
49 C 4.431 -1.894 4.822  N16 1.476, C33 1.541, C52 1.555, H66 1.090
50 C -2.724 0.993 -5.051  O4 1.423, C44 1.495, H82 1.090, H123 1.090
51 C 1.323 5.685 -5.569  O11 1.384, H98 1.090, H103 1.090, H137 1.090
52 C 3.240 -1.718 3.837  C49 1.555, H62 1.090, H92 1.090, H118 1.090
53 C -5.781 1.358 -1.176  C37 1.527, H91 1.090, H142 1.090, H151 1.090
54 C -2.775 -6.396 -0.356  C56 1.488, H83 1.090, H99 1.090, H136 1.090
55 C 0.842 -1.699 -4.948  N21 1.460, C36 1.547, C57 1.528, H138 1.090
56 C -1.902 -5.786 0.683  O3 1.320, C54 1.488, H106 1.090, H119 1.090
57 C 2.190 -2.325 -5.300  O10 1.428, C55 1.528, H71 1.090, H131 1.090
58 C 4.574 1.678 5.972  O1 1.440, H88 1.090, H114 1.090, H126 1.090
59 C 0.929 4.981 -2.729  N23 1.462, C42 1.522, C47 1.529, H107 1.090
60 H -3.012 3.257 1.324  O12 0.960
61 H -0.148 -0.045 -3.752  C36 1.090
62 H 3.316 -2.254 2.891  C52 1.090
63 H 0.996 7.162 -2.623  C47 1.090
64 H -0.995 -0.325 -0.254  C48 1.090
65 H -2.693 3.038 -4.974  C44 1.090
66 H 5.306 -2.028 4.186  C49 1.090
67 H -4.835 -1.498 2.446  N20 1.010
68 H 3.554 -3.661 -1.082  C35 1.090
69 H 1.708 -1.745 0.686  C34 1.090
70 H -0.887 4.037 -2.137  C42 1.090
71 H 1.921 -3.263 -5.786  C57 1.090
72 H 3.626 -0.729 6.411  C33 1.090
73 H 1.664 0.732 4.965  N27 1.010
74 H -5.491 3.501 -1.086  C37 1.090
75 H 0.007 -2.445 0.349  C34 1.090
76 H 3.730 4.470 3.415  N25 1.010
77 H 4.440 -1.653 -7.701  C43 1.090
78 H 0.960 3.820 -1.109  N23 1.010
79 H -1.376 0.691 1.108  C48 1.090
80 H 0.821 0.291 3.477  N27 1.010
81 H 0.330 -3.375 -1.918  O6 0.960
82 H -2.068 0.124 -4.990  C50 1.090
83 H -2.377 -7.245 -0.912  C54 1.090
84 H 1.281 -4.536 5.960  N22 1.010
85 H -5.627 2.779 -2.750  C37 1.090
86 H 3.578 4.243 1.739  N25 1.010
87 H -2.134 -0.392 4.786  N15 1.010
88 H 5.256 1.417 6.782  C58 1.090
89 H 3.337 -3.168 5.983  N16 1.010
90 H -1.029 4.175 2.256  C29 1.090
91 H -6.861 1.238 -1.083  C53 1.090
92 H 3.131 -0.674 3.545  C52 1.090
93 H -0.225 4.411 0.625  C29 1.090
94 H -3.283 -0.911 1.744  N20 1.010
95 H -0.773 2.482 -0.054  N28 1.010
96 H -5.282 -3.238 3.015  N19 1.010
97 H 1.866 0.962 1.941  C45 1.090
98 H 1.146 6.117 -6.554  C51 1.090
99 H -3.111 -5.665 -1.091  C54 1.090
100 H -4.272 -2.002 -0.829  N17 1.010
101 H 0.019 -3.563 -4.704  N21 1.010
102 H 0.969 -5.239 -1.241  C38 1.090
103 H 2.388 5.478 -5.464  C51 1.090
104 H -2.889 -1.014 -3.719  N18 1.010
105 H 1.270 -0.719 -3.045  C36 1.090
106 H -1.179 -5.128 0.200  C56 1.090
107 H 1.322 4.236 -3.420  C59 1.090
108 H -1.173 5.729 -2.457  C42 1.090
109 H -1.056 4.595 -3.723  C42 1.090
110 H -4.281 -0.912 -2.221  N17 1.010
111 H 2.136 5.510 4.679  N24 1.010
112 H 1.404 0.323 -4.474  C36 1.090
113 H -1.202 2.371 -5.777  C44 1.090
114 H 3.651 1.930 6.494  C58 1.090
115 H 2.418 6.451 -3.333  C47 1.090
116 H 1.766 2.557 1.035  C45 1.090
117 H 2.113 -5.063 -2.622  C38 1.090
118 H 2.289 -2.018 4.277  C52 1.090
119 H -2.356 -5.097 1.395  C56 1.090
120 H 1.188 6.588 3.684  N24 1.010
121 H -3.445 2.808 -0.937  O8 0.960
122 H 4.803 -2.500 -6.231  C43 1.090
123 H -3.364 0.927 -5.930  C50 1.090
124 H -2.236 5.290 -0.355  C39 1.090
125 H 3.594 -3.192 -7.148  C43 1.090
126 H 4.953 2.505 5.371  C58 1.090
127 H -0.685 1.688 -1.406  N28 1.010
128 H -1.375 2.243 -4.037  C44 1.090
129 H 1.404 -6.108 5.334  N22 1.010
130 H -3.024 5.359 1.195  C39 1.090
131 H 2.814 -2.701 -4.489  C57 1.090
132 H -3.710 1.720 -3.439  O4 0.960
133 H -1.584 -2.137 -3.792  N18 1.010
134 H 0.868 -2.647 1.850  C34 1.090
135 H -0.601 5.755 1.616  C29 1.090
136 H -3.677 -6.808 0.095  C54 1.090
137 H 0.904 4.689 -5.425  C51 1.090
138 H 0.482 -1.381 -5.927  C55 1.090
139 H -0.279 -3.252 5.287  N26 1.010
140 H 1.194 5.226 -0.659  N23 1.010
141 H 1.285 0.494 -0.448  C31 1.090
142 H -5.279 0.565 -1.730  C53 1.090
143 H -4.038 -4.320 3.502  N19 1.010
144 H 5.344 -0.787 6.501  C33 1.090
145 H -0.879 -3.392 3.643  N26 1.010
146 H 2.556 -4.044 0.298  C35 1.090
147 H 0.487 1.946 2.053  C45 1.090
148 H 4.154 -3.889 4.920  N16 1.010
149 H 3.498 -5.286 -0.496  C35 1.090
150 H -0.984 -0.558 3.450  N15 1.010
151 H -5.515 1.207 -0.130  C53 1.090
152 H -0.857 -6.317 2.103  O3 0.960
153 H 0.622 -2.929 -3.474  N21 1.010

The value obtained for the HOMO energy is -0.303 Ha. Its spin multiplicity is 1. For the HOMO-LUMO gap, the calculation gives 8.1 eV.

Löwdin population analysis, charges in e, atoms 1 to 6: atom 1 (O): -0.2114, atom 2 (O): 0.0478, atom 3 (O): -0.0540, atom 4 (O): -0.1152, atom 5 (O): -0.2302, atom 6 (O): -0.1191

Entry 4:
Density functional theory data (ωB97M-V/def2-TZVPD) for the ion C3H6N3 with charge +1 in a non-equilibrium geometry.

Bonds (Å) are listed after each position.
Element x y z (Å)
1 N 1.534 1.195 1.676  N2 1.344, C6 1.343
2 N 1.733 0.465 0.565  N1 1.344, N3 1.271
3 N 0.688 -0.010 0.021  N2 1.271, C4 1.399, C5 1.592
4 C 0.763 -0.841 -1.102  N3 1.399, H7 1.070, H8 1.116, H9 1.126
5 C -0.541 0.698 0.743  N3 1.592, C6 1.500, H10 1.105, H11 1.037
6 C 0.213 1.310 1.887  N1 1.343, C5 1.500, H12 1.137
7 H 0.988 -1.865 -0.887  C4 1.070
8 H 1.373 -0.591 -2.003  C4 1.116
9 H -0.286 -1.027 -1.469  C4 1.126
10 H -0.834 1.420 -0.040  C5 1.105
11 H -1.358 0.170 1.105  C5 1.037
12 H -0.132 2.044 2.683  C6 1.137

The value obtained for the HOMO energy is -0.606 Ha. Its spin multiplicity is 1. For the HOMO-LUMO gap, the calculation gives 9.8 eV. Its charge is +1.

Löwdin population analysis, charges in e, atoms 1 to 6: atom 1 (N): 0.0926, atom 2 (N): 0.1307, atom 3 (N): -0.0850, atom 4 (C): -0.0129, atom 5 (C): 0.0279, atom 6 (C): 0.0238